(1)
# C3H7NO2

An isolated molecule of C3H7NO2 (ωB97M-V with the def2-TZVPD basis set, the OMol25 dataset).

Output
HOMO level, eV: -9.434
SMILES: NC(=O)CCO
Gap between HOMO and LUMO, eV: 10.13
Energy above the lowest of the compared OMol25 structures with the same formula, charge and spin, kcal/mol: 44.6

Each line ends with the natural charge from an NBO analysis.
Geometry (Å):
N  -0.4637  -0.2390  -1.7336  -0.81
C  0.2820  -0.9176  -0.8731  0.65
O  0.4507  -2.0924  -1.1428  -0.63
C  0.8200  -0.3040  0.3031  -0.55
C  -0.2573  0.3650  1.0270  -0.04
O  -0.2361  1.7595  0.9166  -0.71
H  -0.4584  0.7453  -1.5461  0.38
H  -0.7993  -0.5912  -2.6089  0.41
H  1.6502  0.3491  0.0303  0.26
H  1.2241  -1.1331  0.8878  0.26
H  -1.3188  0.0647  1.0115  0.19
H  0.0829  0.0036  2.2362  0.12
H  -0.9764  1.9903  1.4920  0.47


(2)
# C4H3Br

A cluster of 2 separate species, C4H3Br in total (ωB97M-V with the def2-TZVPD basis set, the OMol25 dataset).

Output
HOMO level (alpha / beta), eV: -7.313 / -7.313
Gap between HOMO and LUMO (alpha / beta), eV: 5.18 / 5.21
Energy above the lowest of the compared OMol25 structures with the same formula, charge and spin, kcal/mol: 150.1

Each line ends with the natural charge from an NBO analysis.
Geometry (Å):
C  -0.9650  1.7255  1.7058  -0.51
C  -1.6669  1.7905  2.8110  0.20
C  -0.3328  1.6748  0.6287  0.03
C  0.7158  -1.0394  0.1656  -0.51
Br  2.5345  -1.0414  0.4402  0.13
H  0.2041  1.8158  -0.2668  0.24
H  0.3674  -1.0855  -0.8482  0.20
H  0.0912  -1.3421  0.9805  0.21


(3)
# C11H14O2

An isolated molecule of C11H14O2 (ωB97M-V with the def2-TZVPD basis set, the OMol25 dataset).

Output
HOMO level, eV: -9.928
SMILES: CC1=CC(=O)C=C(CC(C)C)C1=O
Gap between HOMO and LUMO, eV: 8.86
Energy above the lowest of the compared OMol25 structures with the same formula, charge and spin, kcal/mol: 26.7

Each line ends with the natural charge from an NBO analysis.
Geometry (Å):
C  -1.7863  -2.0491  2.1124  -0.65
C  -1.4720  -1.7268  0.6799  -0.03
C  -2.3196  -1.9251  -0.3319  -0.25
C  -1.9011  -1.6540  -1.7224  0.49
O  -2.4453  -2.1762  -2.6687  -0.50
C  -0.7726  -0.7165  -1.8951  -0.24
C  0.0824  -0.4631  -0.9028  -0.03
C  1.2643  0.4496  -1.0628  -0.43
C  1.6044  1.3546  0.1406  -0.22
C  0.3416  1.8917  0.8298  -0.62
C  2.5368  2.4965  -0.3329  -0.60
C  -0.1044  -1.2129  0.3743  0.51
O  0.8291  -1.4341  1.1150  -0.51
H  -1.0105  -1.6742  2.7741  0.24
H  -2.7270  -1.5717  2.3892  0.23
H  -1.8946  -3.1216  2.2624  0.23
H  -3.3059  -2.3402  -0.1658  0.23
H  -0.6643  -0.2686  -2.8762  0.23
H  1.0642  1.0850  -1.9284  0.21
H  2.1447  -0.1453  -1.3179  0.23
H  2.1715  0.7567  0.8498  0.22
H  -0.5205  1.8918  0.1597  0.20
H  0.4823  2.9045  1.2003  0.21
H  0.0716  1.2764  1.6886  0.21
H  2.0625  3.4692  -0.2121  0.21
H  2.7993  2.3988  -1.3865  0.20
H  3.4698  2.5044  0.2277  0.21


(4)
# C2H3NOS

A structure of composition C2H3NOS (ωB97M-V with the def2-TZVPD basis set, the OMol25 dataset).

Output
HOMO level, eV: -9.500
Gap between HOMO and LUMO, eV: 10.04
Energy above the lowest of the compared OMol25 structures with the same formula, charge and spin, kcal/mol: 33.6

Each line ends with the natural charge from an NBO analysis.
Geometry (Å):
C  0.4344  -1.5471  0.8858  -0.07
C  -0.5215  1.5678  -0.9684  0.21
H  0.9100  -1.1121  1.7314  0.16
H  0.3236  -2.6197  0.8661  0.18
H  -0.7297  1.1051  -1.8836  0.15
N  0.0149  -0.8592  -0.1058  -0.53
O  -0.7828  2.7282  -0.7887  -0.52
S  0.3511  0.7371  0.2632  0.43


(5)
# C4H7OS2

A cluster of 2 separate species, C4H7OS2 in total (ωB97M-V with the def2-TZVPD basis set, the OMol25 dataset).

Output
Net charge: -1
HOMO level (alpha / beta), eV: -2.463 / -2.461
Gap between HOMO and LUMO (alpha / beta), eV: 5.86 / 5.86
Energy above the lowest of the compared OMol25 structures with the same formula, charge and spin, kcal/mol: 60.9

Each line ends with the natural charge from an NBO analysis.
Geometry (Å):
C  2.0668  0.1189  -0.6741  0.40
C  -0.2857  -0.1293  1.8751  -0.66
C  -1.0787  -0.4744  -1.6634  -0.73
C  -0.0935  0.7956  0.6014  -0.61
O  2.3661  1.1700  -1.1258  -0.56
S  2.5557  -1.3019  -0.1845  -0.21
S  -1.6429  0.8395  -0.4957  0.03
H  0.5838  -0.3590  2.3945  0.19
H  -0.7241  -1.0114  1.5325  0.19
H  -1.0666  0.2552  2.6170  0.16
H  0.0114  -0.4027  -1.6159  0.24
H  -1.3320  -0.0457  -2.6354  0.19
H  -1.5724  -1.3807  -1.4837  0.19
H  0.2120  1.9259  0.8576  0.17


(6)
# C22H27IrN7O

A structure of composition C22H27IrN7O (ωB97M-V with the def2-TZVPD basis set, the OMol25 dataset).

Output
Net charge: +4
Expectation value of S²: 8.81
HOMO level (alpha / beta), eV: -18.351 / -18.339
Gap between HOMO and LUMO (alpha / beta), eV: 6.79 / 3.00
Multiplicity: 6

Each line ends with the natural charge from an NBO analysis.
Geometry (Å):
Ir  -0.0231  0.7438  0.0633  1.28
C  -1.9420  1.6014  2.4921  -0.29
N  -1.8801  1.9174  1.0678  -0.60
C  -3.0657  1.7564  0.2312  -0.28
C  -2.5892  1.9602  -1.1702  0.40
N  -1.3178  1.6775  -1.5171  -0.59
C  -1.1892  2.0342  -2.8341  0.07
C  -0.0926  1.9964  -3.7211  -0.23
C  -0.2839  2.4803  -5.0056  -0.17
C  -1.5188  2.9801  -5.4289  -0.15
C  -2.6204  3.0385  -4.5604  -0.21
C  -2.4362  2.5450  -3.2782  0.15
N  -3.2785  2.4682  -2.1886  -0.47
C  -0.5292  1.6746  2.9732  0.50
N  0.4988  1.4209  2.1396  -0.57
C  1.6426  1.6342  2.8624  0.23
C  3.0077  1.5514  2.5178  -0.11
C  3.9403  1.8747  3.4896  -0.21
C  3.5593  2.2593  4.7781  0.05
C  2.2060  2.3629  5.1396  -0.10
C  1.2704  2.0281  4.1743  0.13
N  -0.1092  2.0301  4.1848  -0.47
H  -2.3483  0.5914  2.6301  0.27
H  -2.5845  2.2960  3.0507  0.26
H  -1.5453  2.8794  0.9680  0.41
H  -3.8604  2.4710  0.4829  0.25
H  -3.4747  0.7467  0.3586  0.25
H  0.8666  1.6051  -3.4104  0.22
H  0.5411  2.4805  -5.7049  0.26
H  -1.6331  3.3305  -6.4458  0.26
H  -3.5608  3.4684  -4.8727  0.26
H  -4.2493  2.7613  -2.1842  0.46
H  3.3172  1.2458  1.5276  0.26
H  4.9949  1.8343  3.2535  0.29
H  4.3180  2.4840  5.5159  0.28
H  1.9108  2.7071  6.1206  0.28
H  -0.6832  2.2735  4.9849  0.48
C  -0.4902  -2.4309  -2.6047  -0.45
N  0.1219  -3.2193  -1.5803  -0.11
C  0.1779  -4.6403  -1.8161  -0.26
C  1.3136  -5.2815  -1.0389  -0.43
C  1.2114  -4.8496  0.4132  -0.26
N  1.1070  -3.4162  0.5231  -0.14
C  1.5558  -2.8349  1.7500  -0.44
C  0.6026  -2.6217  -0.4585  0.73
O  0.5829  -1.3705  -0.3306  -0.77
H  0.1622  -2.3795  -3.4837  0.29
H  -0.6917  -1.4221  -2.2439  0.24
H  -1.4155  -2.9116  -2.9315  0.28
H  0.2920  -4.8152  -2.8909  0.28
H  -0.7904  -5.0871  -1.5341  0.28
H  2.2760  -4.9771  -1.4550  0.25
H  1.2605  -6.3672  -1.1147  0.30
H  2.0807  -5.1853  0.9882  0.28
H  0.3311  -5.3071  0.8955  0.27
H  2.6499  -2.8709  1.8100  0.28
H  1.1801  -3.4232  2.5909  0.27
H  1.2241  -1.7992  1.8279  0.23


What are the F_max values for these records? In order: 0.1223, 0.0506, 0.0071, 0.0420, 0.0777, 0.0400 hartree/bohr.